No. 1
ORCA calculation (ωB97M-V/def2-TZVPD) on 2 unconnected molecules or ions with the total composition C5H16NO at a distorted geometry.

The energy above the lowest of the compared OMol25 structures with the same formula, charge and spin is 0.598 eV. The LUMO energy is -0.110 hartree. The charge is +1. Its gap between HOMO and LUMO is 0.42390 Ha. The value obtained for the HOMO energy is -14.5310 eV.

Atoms and positions in Å:
C1 -1.14 2.54 0.86
O1 -1.36 1.12 1.01
C2 -0.68 2.90 -0.54
H1 -2.06 3.08 1.08
H2 -0.35 2.83 1.56
H3 -1.75 0.99 1.87
H4 -1.40 2.58 -1.31
H5 -0.63 3.99 -0.54
H6 0.25 2.39 -0.81
C3 0.13 -2.95 -0.16
C4 0.58 -1.55 0.16
C5 2.08 -1.35 0.06
N1 -0.12 -0.59 -0.78
H7 -0.96 -3.05 -0.15
H8 0.42 -3.24 -1.17
H9 0.47 -3.68 0.58
H10 0.17 -1.26 1.13
H11 2.44 -1.68 -0.91
H12 2.57 -1.88 0.87
H13 2.29 -0.28 0.14
H14 -1.14 -0.66 -0.75
H15 0.00 0.37 -0.44
H16 0.19 -0.63 -1.75

Here are the Mulliken charges for atoms 1 to 2, given in e:
1. C -0.15
2. O -0.49

=====

No. 2
ORCA calculation (ωB97M-V/def2-TZVPD) on 2 unconnected molecules or ions with the total composition C5H16NO at a distorted geometry.

The energy above the lowest of the compared OMol25 structures with the same formula, charge and spin is 0.443 eV. The LUMO energy is -0.121 hartree. The charge is +1. Its gap between HOMO and LUMO is 0.42121 Ha. The value obtained for the HOMO energy is -14.7522 eV.

Atoms and positions in Å:
C1 0.88 -0.26 1.33
C2 1.43 -0.58 -0.03
C3 0.51 -0.25 -1.18
C4 -0.16 1.16 -1.13
C5 0.84 2.30 -0.93
N1 -0.32 -1.15 1.62
H1 0.47 0.75 1.45
H2 1.61 -0.36 2.13
H3 2.38 -0.05 -0.06
H4 1.70 -1.63 -0.14
H5 0.98 -0.23 -2.17
H6 -0.33 -0.96 -1.22
H7 -0.72 1.29 -2.06
H8 -0.90 1.21 -0.32
H9 1.01 2.55 0.12
H10 0.44 3.22 -1.34
H11 1.77 2.05 -1.45
H12 -0.66 -1.17 2.59
H13 -1.12 -0.97 1.00
H14 -0.10 -2.12 1.39
H15 -3.23 -2.38 0.32
H16 -3.57 -0.96 -0.21
O1 -2.91 -1.46 0.28

Here are the Mulliken charges for atoms 1 to 2, given in e:
1. C -0.71
2. C -0.47

=====

No. 3
ORCA calculation (ωB97M-V/def2-TZVPD) on 2 unconnected molecules or ions with the total composition C5H16NO at a distorted geometry.

The energy above the lowest of the compared OMol25 structures with the same formula, charge and spin is 2.028 eV. The LUMO energy is -0.126 hartree. The charge is +1. Its gap between HOMO and LUMO is 0.40596 Ha. The value obtained for the HOMO energy is -14.4706 eV.

Atoms and positions in Å:
C1 -0.53 -0.72 -1.44
C2 -1.27 0.56 -0.91
C3 -0.82 0.88 0.54
C4 0.70 1.16 0.79
C5 1.29 1.98 -0.31
N1 -0.73 -1.91 -0.53
H1 0.67 -0.54 -1.57
H2 -0.93 -0.89 -2.52
H3 -1.07 1.47 -1.58
H4 -2.41 0.25 -0.92
H5 -1.29 1.89 0.78
H6 -1.05 0.17 1.30
H7 0.78 1.75 1.78
H8 1.23 0.29 1.03
H9 2.33 2.10 -0.31
H10 1.04 2.99 -0.30
H11 1.15 1.49 -1.17
H12 0.10 -2.60 -0.68
H13 -0.63 -1.53 0.44
H14 -1.61 -2.37 -0.57
H15 0.50 -2.65 2.30
H16 1.75 -1.85 2.09
O1 0.80 -1.89 1.76

Here are the Mulliken charges for atoms 1 to 2, given in e:
1. C -0.63
2. C -0.64

=====

No. 4
ORCA calculation (ωB97M-V/def2-TZVPD) on 2 unconnected molecules or ions with the total composition C5H16NO at a distorted geometry.

The energy above the lowest of the compared OMol25 structures with the same formula, charge and spin is 3.071 eV. The LUMO energy is -0.131 hartree. The charge is +1. Its gap between HOMO and LUMO is 0.41598 Ha. The value obtained for the HOMO energy is -14.8839 eV.

Atoms and positions in Å:
C1 -0.29 0.66 1.17
C2 0.72 0.22 0.04
C3 2.00 0.82 0.37
C4 0.21 0.79 -1.32
C5 -1.23 0.23 -1.71
N1 -1.37 -0.35 1.61
H1 0.28 0.80 2.19
H2 -0.80 1.55 0.92
H3 0.99 -0.82 0.02
H4 2.81 0.20 -0.10
H5 2.30 0.79 1.41
H6 2.04 1.86 -0.06
H7 1.00 0.57 -2.02
H8 0.20 1.86 -1.36
H9 -1.35 -0.76 -1.40
H10 -1.35 0.30 -2.77
H11 -1.91 0.92 -1.26
H12 -1.21 -0.75 2.59
H13 -1.27 -1.17 1.00
H14 -2.28 0.13 1.19
H15 0.40 -2.33 -0.88
H16 0.00 -3.15 0.29
O1 0.11 -2.37 0.09

Here are the Mulliken charges for atoms 1 to 2, given in e:
1. C -1.24
2. C 1.18

=====

No. 5
ORCA calculation (ωB97M-V/def2-TZVPD) on 3 unconnected molecules or ions with the total composition C5H16NO2 at a distorted geometry.

The energy above the lowest of the compared OMol25 structures with the same formula, charge and spin is 1.481 eV. The LUMO energy is -0.116 hartree. The charge is +1. Its gap between HOMO and LUMO is 0.40002 Ha. The value obtained for the HOMO energy is -14.0474 eV.

Atoms and positions in Å:
C1 -1.97 -2.60 0.25
C2 -1.06 -1.53 0.82
C3 -1.47 -0.07 0.50
C4 -0.75 0.53 -0.66
C5 -0.50 1.81 -0.84
N1 0.40 2.28 -1.90
H1 -2.96 -2.24 0.01
H2 -1.58 -3.08 -0.65
H3 -2.12 -3.47 0.90
H4 -0.87 -1.61 1.88
H5 -0.11 -1.65 0.30
H6 -2.56 0.01 0.39
H7 -1.36 0.47 1.44
H8 -0.33 -0.27 -1.26
H9 -0.80 2.59 -0.16
H10 0.59 3.28 -1.82
H11 1.35 1.92 -1.97
H12 -0.04 2.22 -2.81
H13 2.55 0.93 0.28
H14 3.11 2.25 0.47
O1 2.54 1.80 -0.16
H15 2.73 -1.29 2.45
H16 2.77 -1.42 0.92
O2 2.44 -0.87 1.63

Here are the Mulliken charges for atoms 1 to 2, given in e:
1. C -1.20
2. C -0.41

=====

No. 6
ORCA calculation (ωB97M-V/def2-TZVPD) on 2 unconnected molecules or ions with the total composition C5H16NO2 at a distorted geometry.

The energy above the lowest of the compared OMol25 structures with the same formula, charge and spin is 1.458 eV. The LUMO energy is -0.113 hartree. The charge is +1. Its gap between HOMO and LUMO is 0.42156 Ha. The value obtained for the HOMO energy is -14.5349 eV.

Atoms and positions in Å:
C1 -0.40 -2.55 -0.02
C2 -0.06 -1.10 0.59
C3 1.17 -0.52 -0.20
C4 1.23 1.07 -0.11
C5 1.20 1.75 1.28
O1 0.01 2.43 1.51
N1 -1.30 -0.21 0.35
H1 -0.47 -2.42 -1.17
H2 -1.22 -2.97 0.53
H3 0.39 -3.32 0.05
H4 0.14 -1.27 1.67
H5 1.03 -0.78 -1.22
H6 2.10 -1.03 0.03
H7 0.38 1.47 -0.59
H8 2.10 1.37 -0.63
H9 1.14 0.93 2.03
H10 2.11 2.40 1.52
H11 0.00 3.19 0.90
H12 -0.97 0.71 0.71
H13 -2.11 -0.68 0.88
H14 -1.51 -0.25 -0.66
H15 -1.10 1.12 -2.12
H16 -2.33 0.39 -2.84
O2 -1.52 0.27 -2.49

Here are the Mulliken charges for atoms 1 to 2, given in e:
1. C -1.33
2. C -0.06

=====

No. 7
ORCA calculation (ωB97M-V/def2-TZVPD) on 3 unconnected molecules or ions with the total composition C5H16NO2 at a distorted geometry.

The energy above the lowest of the compared OMol25 structures with the same formula, charge and spin is 0.647 eV. The LUMO energy is -0.111 hartree. The charge is +1. Its gap between HOMO and LUMO is 0.40971 Ha. The value obtained for the HOMO energy is -14.1577 eV.

Atoms and positions in Å:
C1 -2.12 -1.60 -1.06
C2 -0.67 -1.42 -0.64
C3 -0.10 -0.12 -1.25
C4 1.30 0.17 -0.90
C5 2.32 0.11 -1.73
N1 1.62 0.66 0.47
H1 -2.63 -2.32 -0.43
H2 -2.69 -0.67 -1.03
H3 -2.15 -1.99 -2.08
H4 -0.61 -1.39 0.44
H5 -0.05 -2.23 -1.04
H6 -0.75 0.72 -0.95
H7 -0.30 -0.22 -2.31
H8 3.37 0.38 -1.57
H9 2.16 -0.20 -2.74
H10 1.02 1.42 0.81
H11 1.47 -0.09 1.17
H12 2.60 0.91 0.47
H13 -0.11 -0.58 3.39
H14 -0.86 0.42 2.38
O1 -0.13 -0.20 2.50
H15 -2.32 1.68 0.96
H16 -1.71 2.75 1.88
O2 -1.48 1.95 1.37

Here are the Mulliken charges for atoms 1 to 2, given in e:
1. C -1.32
2. C -0.10

=====

No. 8
ORCA calculation (ωB97M-V/def2-TZVPD) on 3 unconnected molecules or ions with the total composition C5H16NO2 at a distorted geometry.

The energy above the lowest of the compared OMol25 structures with the same formula, charge and spin is 3.001 eV. The LUMO energy is -0.113 hartree. The charge is +1. Its gap between HOMO and LUMO is 0.36276 Ha. The value obtained for the HOMO energy is -12.9369 eV.

Atoms and positions in Å:
C1 0.69 -1.01 1.00
C2 -0.79 -0.76 1.42
C3 -1.72 -1.75 0.63
C4 -1.20 -0.31 -1.38
C5 -1.82 -1.35 -0.77
N1 1.33 0.34 0.37
H1 1.13 -1.49 1.82
H2 0.91 -1.63 0.14
H3 -1.00 0.27 1.15
H4 -0.99 -0.82 2.52
H5 -1.43 -2.74 0.79
H6 -2.72 -1.60 1.19
H7 -0.77 0.44 -0.68
H8 -1.07 -0.03 -2.39
H9 -2.60 -1.92 -1.39
H10 1.19 1.10 0.99
H11 0.98 0.67 -0.59
H12 2.42 0.11 0.26
H13 2.98 0.72 -2.52
H14 2.20 1.80 -1.72
O1 2.26 0.86 -1.78
H15 0.33 3.84 0.24
H16 -0.58 2.42 0.57
O2 0.27 2.84 0.14

Here are the Mulliken charges for atoms 1 to 2, given in e:
1. C -0.87
2. C -0.39

=====

gap between HOMO and LUMO of number 7 (C5H16NO2)? 0.40971 Ha

=====

Look up the gap between HOMO and LUMO of the seventh one. 0.40971 Ha

=====

Among the records above, which one has the highest LUMO energy? number 1

=====

The highest LUMO energy belongs to which entry? number 1